No. 1
This record from OMol25 describes a structure of composition C3H7N2O3P in a non-equilibrium geometry. The level of theory is wB97M-V/def2-TZVPD.

```
16
Properties=species:S:1:pos:R:3:forces:R:3:mulliken_charge:R:1
O 0.5428 -2.5487 -1.2819 -0.05 0.94 0.70 -0.772
O 1.6141 -0.2903 -1.8380 -0.25 1.12 -0.64 -0.719
P 1.4485 -1.3881 -0.8520 0.68 -1.54 2.02 0.930
H 0.8404 1.5522 -0.5762 -2.00 -0.84 0.19 0.154
N 0.2566 -0.4652 0.9353 1.67 -0.60 -1.26 -0.743
H -0.4323 3.6526 -0.4685 0.33 -1.27 -0.26 0.262
N -0.2375 -1.6649 1.6054 -0.64 0.93 0.46 -0.630
C -0.7840 0.1848 0.1671 0.21 -1.36 -0.91 -0.384
H -2.0409 2.8237 -0.1172 2.49 -0.90 -0.08 0.152
H -0.4827 -2.2672 0.8130 0.72 -0.92 0.78 0.277
H 0.4666 -2.0079 2.3230 -0.97 0.44 -2.21 0.239
C -0.2980 1.4522 -0.3548 4.76 1.36 -0.03 0.020
O 2.6801 -1.7675 -0.0396 -0.61 0.05 -0.34 -0.796
H -1.6293 0.5382 0.6941 -1.65 -0.46 1.23 0.517
H -1.0899 -0.4353 -0.7043 -0.39 -0.03 0.21 0.236
C -0.8545 2.6312 -0.3054 -4.29 3.09 0.12 -0.742
```
Positions in Å, forces in eV/Å.

Values from the calculation:
LUMO: 6.32 eV
energy relative to the best compared isomer or geometry (same formula, charge and spin): 0.0 kcal/mol
calculated total energy: -795.04640 a.u.
charge: -2
gap between HOMO and LUMO: 5.4305 eV
HOMO: 0.033 Ha

No. 2
This record from OMol25 describes an isolated molecule of C5H9NO2 in a non-equilibrium geometry. The level of theory is wB97M-V/def2-TZVPD.

```
17
Properties=species:S:1:pos:R:3:forces:R:3:mulliken_charge:R:1
H 0.4909 1.0222 1.8722 -1.06 -0.53 -1.40 0.316
H -0.5464 -1.4188 -1.0054 -0.36 0.30 0.69 0.283
H 1.2196 -1.6115 -1.2933 -2.16 2.32 0.07 0.189
H -1.1620 -0.3495 3.0203 -2.36 3.35 0.90 0.312
H -0.7700 -0.0306 -3.0049 3.34 0.52 2.88 0.257
N 0.1328 0.1432 -2.2577 -2.98 1.41 -4.60 -0.563
C -0.0777 0.3603 1.0979 1.75 1.35 0.89 -0.903
H 1.4504 0.6916 -0.2600 10.51 2.32 0.81 0.620
C 0.0429 -0.9493 1.7694 0.94 -4.63 1.37 0.595
H -1.1039 0.7028 1.0158 -0.24 -0.01 0.25 0.385
C 0.5996 0.3841 -0.2879 -9.40 -2.09 1.99 -0.325
H 0.3357 2.2349 -1.5447 0.95 1.48 -0.52 0.392
C 0.3036 -0.7639 -1.1828 2.79 -4.15 -0.60 -0.251
O 0.7723 -1.8846 1.4317 -1.85 2.72 0.69 -0.530
H -0.9072 1.3073 -1.0482 -11.75 1.03 2.90 0.558
C -0.0510 1.3016 -1.2998 8.71 -3.22 -3.47 -0.869
O -0.7297 -1.1400 2.9772 3.15 -2.18 -2.86 -0.466
```
Positions in Å, forces in eV/Å.

Values from the calculation:
LUMO: 0.58 eV
energy relative to the best compared isomer or geometry (same formula, charge and spin): 111.9 kcal/mol
SMILES: O=C(O)CC1CNC1
calculated total energy: -400.99849 a.u.
gap between HOMO and LUMO: 9.3964 eV
HOMO: -0.324 Ha

No. 3
This record from OMol25 describes a structure of composition C9H23BBr8Na3O in a non-equilibrium geometry. The level of theory is wB97M-V/def2-TZVPD.

```
45
Properties=species:S:1:pos:R:3:forces:R:3:mulliken_charge:R:1
H 3.7661 2.5697 -1.0379 -0.39 0.53 0.07 0.499
H 0.9671 -2.7369 -1.6223 2.76 -1.67 -1.26 -0.192
H -3.1751 1.6588 -2.4451 -0.03 -0.15 0.19 0.437
H 2.4596 0.3800 -1.0315 0.85 0.42 0.08 -0.104
C -0.5947 1.0548 2.3617 0.65 2.61 0.96 -0.003
H 2.3552 0.4821 0.7105 0.16 0.24 -0.03 0.148
C -1.3138 -2.4184 1.6190 -1.11 1.70 0.52 0.143
H 0.1158 0.2457 2.1929 0.94 0.50 1.02 0.651
H -0.5139 -0.6323 -1.1925 -0.08 -0.28 0.57 0.265
H 0.1700 -3.6323 -2.9235 -0.38 -3.45 -1.72 -0.155
C -2.4565 0.9581 -2.0201 0.38 1.50 -0.09 -0.661
H 0.1418 2.5573 0.9482 -0.43 -0.67 1.45 -0.701
H 0.7180 -1.9897 -3.1287 0.78 2.28 -3.39 -0.020
H 3.3589 2.6740 0.7394 0.62 0.08 -0.39 0.468
H -2.8323 -0.0616 -2.1040 0.22 0.05 0.00 0.404
H -1.5074 -0.3175 2.3905 -0.81 -2.78 0.20 -1.154
Br 4.7990 0.1674 0.0883 -1.03 -0.19 -0.22 -0.111
C 3.0501 2.3364 -0.2499 -0.05 0.08 1.22 -0.659
C -1.0750 1.1244 -2.6777 -0.84 -0.52 -0.71 0.209
Br -1.4035 1.0030 4.2375 1.10 0.73 -0.78 -0.065
H 0.6111 2.9619 2.6845 0.44 -0.74 -0.28 0.619
Br 1.3281 3.3110 -0.3988 5.26 1.66 2.21 -0.200
H -1.8433 -1.5183 3.6232 -0.26 -0.41 -0.35 0.792
Na 0.2031 -3.0346 -0.4364 -5.21 -6.01 4.25 0.655
O 1.0552 -1.4741 -0.1689 -6.38 9.53 0.10 -1.003
H -0.5440 0.2458 -2.3114 0.60 1.31 -0.70 -0.125
B 0.2582 -2.6750 -2.4335 -0.21 -1.45 -2.89 0.257
H -1.1534 0.9553 -3.7516 -0.26 0.33 -0.03 0.527
Br -0.0372 2.8469 -2.4231 -4.12 -2.87 -4.33 -0.108
Na 1.8104 -1.3907 -1.8554 4.19 3.18 -3.60 0.604
Br 0.4615 -2.8168 2.3909 -0.87 -0.69 0.99 -0.158
H -0.4539 -0.1696 0.4681 0.84 0.47 -0.47 -0.739
H -1.3444 0.7065 1.6513 -0.14 1.71 0.47 -0.909
H -0.7220 -2.3331 -2.1393 -3.44 1.30 1.34 -0.167
H 0.8146 0.4273 -0.7958 -1.06 0.85 0.56 0.683
Br -1.5429 3.8026 2.2037 -0.22 0.05 -0.09 -0.080
Na 2.2733 -2.1979 0.5928 8.92 -4.39 5.49 0.740
C -1.9645 -1.2917 2.5640 -0.19 -1.66 -0.95 0.421
H -1.8861 -3.3270 1.4321 0.08 -0.11 0.75 0.616
C -0.1062 2.4973 2.0079 -1.48 -1.06 1.11 0.238
Br -3.8589 -0.8320 2.2329 0.65 -0.88 0.08 -0.093
C 2.9210 0.8314 -0.1531 0.38 0.23 0.15 0.080
Br -2.3845 1.4059 -0.0813 -0.98 0.33 -1.93 0.052
C 0.1808 -0.3644 -0.3964 0.51 -2.00 -0.05 -0.732
H -1.1054 -1.9895 0.6388 -0.37 0.30 0.48 -0.373
```
Positions in Å, forces in eV/Å.

Values from the calculation:
LUMO: -3.94 eV
energy relative to the best compared isomer or geometry (same formula, charge and spin): 331.2 kcal/mol
calculated total energy: -21535.12368 a.u.
charge: +1
gap between HOMO and LUMO: 6.7751 eV
HOMO: -0.394 Ha